(1)
Density functional theory data (the ωB97M-V functional and the def2-TZVPD basis) for 12 unconnected molecules or ions with the total composition C58H152N12O17 at a distorted geometry.

Structure (XYZ):
```
239
Properties=species:S:1:pos:R:3
C -3.81 3.04 -2.55
O -2.46 2.97 -3.10
C -1.81 4.18 -3.00
C -0.44 4.09 -3.74
C 0.40 2.81 -3.44
N 0.27 5.28 -3.32
H -4.25 2.05 -2.69
H -4.47 3.71 -3.09
H -3.76 3.15 -1.46
H -2.44 4.96 -3.41
H -1.54 4.38 -1.94
H -0.58 4.16 -4.84
H 0.59 2.77 -2.39
H 1.31 2.89 -4.06
H -0.12 1.89 -3.68
H 0.99 5.50 -4.00
H 0.59 4.99 -2.44
C 0.20 -2.73 3.30
O -0.80 -3.05 4.24
C -0.25 -3.90 5.28
C -1.33 -4.67 6.01
C -2.53 -3.77 6.48
N -0.71 -5.34 7.17
H -0.41 -2.25 2.51
H 0.60 -3.62 2.79
H 0.93 -1.95 3.64
H 0.51 -4.57 4.83
H 0.28 -3.30 5.99
H -1.67 -5.40 5.30
H -3.36 -4.34 6.95
H -3.04 -3.35 5.63
H -2.15 -3.03 7.15
H 0.12 -5.84 6.91
H -0.35 -4.70 7.88
C -0.36 -0.47 -5.11
O -0.70 -1.58 -6.02
C 0.04 -2.78 -5.88
C 1.46 -2.73 -6.26
C 1.61 -2.57 -7.76
N 2.12 -3.99 -5.87
H 0.50 -0.72 -4.50
H -1.20 -0.28 -4.47
H -0.05 0.43 -5.65
H -0.06 -3.14 -4.85
H -0.52 -3.48 -6.46
H 2.01 -1.92 -5.83
H 1.06 -3.39 -8.23
H 2.69 -2.61 -8.01
H 1.20 -1.63 -8.18
H 1.87 -4.71 -6.57
H 1.92 -4.31 -4.95
C -1.27 4.18 3.93
O -1.25 2.83 3.49
C -0.50 1.91 4.32
C -1.19 1.76 5.70
C -0.53 0.70 6.51
N -2.69 1.67 5.69
H -1.87 4.40 4.83
H -1.69 4.74 3.04
H -0.16 4.47 4.14
H -0.34 0.95 3.84
H 0.48 2.39 4.51
H -1.00 2.75 6.18
H -1.14 0.67 7.41
H 0.50 0.92 6.77
H -0.53 -0.27 5.97
H -3.06 2.53 5.31
H -2.97 0.97 4.99
C -2.83 -0.16 2.26
O -3.90 -0.23 3.16
C -4.46 -1.54 3.19
C -5.87 -1.48 3.69
C -6.00 -0.93 5.09
N -6.49 -2.80 3.67
H -3.13 -0.13 1.19
H -2.10 -0.99 2.34
H -2.29 0.74 2.46
H -4.48 -1.94 2.16
H -3.89 -2.26 3.80
H -6.40 -0.75 3.04
H -7.02 -1.14 5.43
H -5.70 0.13 5.13
H -5.35 -1.45 5.83
H -6.46 -3.25 2.75
H -5.92 -3.33 4.30
C 3.07 -4.57 1.16
O 1.75 -4.90 0.86
C 1.59 -5.60 -0.35
C 1.61 -4.64 -1.53
C 0.68 -3.48 -1.42
N 1.57 -5.28 -2.85
H 3.70 -5.47 1.18
H 3.03 -4.10 2.13
H 3.53 -3.83 0.52
H 2.43 -6.33 -0.49
H 0.68 -6.24 -0.21
H 2.64 -4.28 -1.41
H 0.70 -3.06 -2.41
H 0.85 -2.76 -0.64
H -0.31 -3.99 -1.30
H 0.59 -5.45 -3.14
H 2.10 -6.16 -2.87
C 2.71 -1.06 1.27
O 1.39 -0.77 0.82
C 1.26 0.56 0.45
C -0.22 0.75 -0.06
C -0.40 0.12 -1.42
N -0.50 2.19 -0.08
H 2.69 -1.97 1.82
H 3.10 -0.27 1.93
H 3.44 -1.22 0.45
H 1.43 1.18 1.36
H 2.04 0.92 -0.30
H -0.81 0.15 0.63
H -1.44 0.33 -1.75
H -0.31 -1.01 -1.48
H 0.32 0.55 -2.09
H -1.40 2.34 -0.58
H -0.54 2.61 0.85
C -7.94 -7.11 0.03
O -6.68 -6.52 0.11
C -6.40 -5.85 1.32
C -4.96 -5.31 1.50
N -4.64 -4.16 0.65
C -3.23 -3.79 0.69
C -2.91 -2.72 -0.31
O -2.98 -3.34 -1.58
C -2.67 -2.40 -2.63
H -7.93 -7.67 -0.88
H -8.70 -6.29 0.01
H -8.18 -7.65 0.96
H -6.73 -6.46 2.19
H -7.11 -4.94 1.35
H -4.20 -6.12 1.44
H -4.97 -4.96 2.58
H -4.89 -4.45 -0.33
H -2.57 -4.64 0.56
H -3.05 -3.40 1.71
H -1.85 -2.35 -0.28
H -3.63 -1.91 -0.18
H -3.10 -1.46 -2.43
H -2.99 -2.74 -3.63
H -1.56 -2.42 -2.74
C 7.71 -1.83 1.50
O 6.89 -2.20 0.33
C 6.16 -3.47 0.49
C 5.65 -3.73 -0.85
N 4.90 -2.62 -1.42
C 4.70 -2.81 -2.88
C 3.66 -1.92 -3.44
O 4.25 -0.62 -3.30
C 3.37 0.43 -3.61
H 8.38 -1.04 1.22
H 8.29 -2.71 1.78
H 7.11 -1.53 2.38
H 5.37 -3.25 1.23
H 6.79 -4.27 0.87
H 4.98 -4.57 -0.78
H 6.49 -4.01 -1.51
H 5.36 -1.76 -1.20
H 4.40 -3.83 -3.04
H 5.65 -2.59 -3.43
H 2.75 -1.90 -2.84
H 3.53 -2.08 -4.51
H 3.19 0.63 -4.65
H 3.85 1.38 -3.27
H 2.43 0.20 -3.06
C -11.18 0.99 -2.69
O -9.91 1.60 -2.42
C -10.02 2.98 -2.41
C -8.61 3.54 -2.24
N -8.05 3.06 -0.99
C -6.73 3.65 -0.88
C -6.08 3.01 0.36
O -5.00 3.76 0.86
C -4.22 3.10 1.86
H -11.69 1.52 -3.49
H -11.82 0.99 -1.82
H -10.97 -0.04 -2.90
H -10.63 3.33 -1.57
H -10.50 3.33 -3.36
H -8.73 4.61 -2.22
H -7.95 3.34 -3.06
H -7.88 2.09 -1.12
H -6.82 4.73 -0.74
H -6.12 3.50 -1.75
H -5.65 2.01 0.08
H -6.85 2.81 1.10
H -4.19 2.03 1.61
H -4.69 3.16 2.80
H -3.24 3.49 1.82
C 1.34 5.19 1.74
O 2.53 5.19 0.96
C 2.54 4.14 -0.01
C 3.63 4.50 -0.96
N 3.37 5.74 -1.67
C 4.40 6.23 -2.52
C 4.75 5.29 -3.64
O 5.70 4.30 -3.33
C 7.04 4.82 -3.29
H 0.48 5.14 1.11
H 1.43 6.09 2.38
H 1.31 4.36 2.41
H 1.52 4.08 -0.46
H 2.70 3.23 0.57
H 3.90 3.73 -1.68
H 4.54 4.49 -0.38
H 3.04 6.39 -0.96
H 5.35 6.51 -1.96
H 3.98 7.11 -2.98
H 5.21 5.88 -4.47
H 3.94 4.75 -4.14
H 7.08 5.77 -2.69
H 7.39 5.10 -4.27
H 7.59 4.11 -2.75
C 8.44 6.01 2.19
O 7.91 4.72 2.25
C 6.51 4.78 2.55
C 5.93 3.41 2.52
N 6.00 2.90 1.15
C 5.62 1.57 0.91
C 5.85 1.24 -0.54
O 7.21 0.99 -0.72
C 7.51 0.56 -2.12
H 8.59 6.40 3.18
H 7.79 6.69 1.63
H 9.45 5.95 1.79
H 5.89 5.33 1.82
H 6.30 5.30 3.50
H 4.85 3.60 2.73
H 6.32 2.74 3.27
H 6.97 3.01 0.87
H 4.56 1.63 1.13
H 6.00 0.84 1.62
H 5.45 2.05 -1.18
H 5.28 0.34 -0.78
H 7.24 1.39 -2.79
H 6.99 -0.32 -2.41
H 8.58 0.43 -1.99
```

- Energy relative to the best compared isomer or geometry (same formula, charge and spin): 1.7490 eV
- F_max: 0.0663 Eh/bohr
- Calculated total energy: -115287.1767 eV
- HOMO-LUMO gap: 8.763 eV
- Highest occupied orbital energy: -8.28 eV
- SMILES string: COC[C@H](C)N.COC[C@H](C)N.COC[C@H](C)N.COC[C@H](C)N.COC[C@H](C)N.COC[C@H](C)N.COC[C@H](C)N.COCCNCCOC.COCCNCCOC.COCCNCCOC.COCCNCCOC.COCCNCCOC

Mulliken population analysis, charges in e, atoms 1 to 4:
1 C -1.45
2 O -0.20
3 C -0.64
4 C -0.30



(2)
Density functional theory data (the ωB97M-V functional and the def2-TZVPD basis) for a molecular structure, C58H42BiBr2Cl3I2N5O5Si at a distorted geometry.

Structure (XYZ):
```
119
Properties=species:S:1:pos:R:3
Bi -0.15 0.25 0.03
C -8.52 -1.34 5.71
O -7.84 -0.21 5.12
C -6.73 -0.46 4.39
C -6.37 -1.69 3.80
C -5.27 -1.74 2.93
C -4.57 -0.59 2.58
C -4.91 0.62 3.23
C -5.98 0.67 4.09
C -3.35 -0.64 1.77
C -2.21 -1.18 2.39
C -2.15 -1.67 3.76
C -0.88 -2.03 4.02
C -0.14 -1.81 2.82
N -0.97 -1.28 1.84
C 1.20 -2.05 2.67
C 1.99 -1.89 1.51
C 3.34 -2.24 1.51
C 3.88 -1.87 0.29
C 2.89 -1.23 -0.38
C 3.01 -0.63 -1.79
C 4.48 -0.54 -2.03
C 5.16 -1.44 -2.82
C 6.54 -1.34 -3.13
C 7.27 -0.26 -2.73
O 8.60 -0.12 -2.97
C 9.20 -1.05 -3.84
C 6.60 0.73 -1.97
C 5.29 0.54 -1.61
C 1.06 0.70 -2.80
N -0.11 0.41 -2.18
C -1.13 0.43 -3.13
C -2.53 0.49 -2.90
C -3.37 1.16 -3.93
C -3.15 2.52 -4.25
C -4.08 3.25 -4.97
C -5.25 2.63 -5.44
O -6.09 3.38 -6.18
C -7.01 2.68 -7.02
C -5.39 1.27 -5.22
C -4.48 0.54 -4.46
C -3.12 0.36 -1.66
C -4.53 0.67 -1.37
C -4.74 0.42 -0.08
C -3.46 -0.12 0.46
N -2.47 -0.06 -0.49
C -0.57 0.62 -4.36
C 0.82 0.79 -4.17
N 1.66 -1.24 0.33
C 1.87 -2.65 3.86
C 2.61 -1.87 4.75
C 3.27 -2.44 5.82
C 3.13 -3.81 5.98
O 3.79 -4.34 7.06
C 3.75 -5.72 7.31
C 2.43 -4.63 5.11
C 1.74 -4.05 4.07
H -9.41 -0.93 6.19
H -7.84 -1.83 6.44
H -8.85 -2.09 4.96
H -6.94 -2.58 3.99
H -5.05 -2.69 2.50
H -4.33 1.51 3.01
H -6.27 1.64 4.52
H -2.97 -1.69 4.45
H -0.52 -2.37 4.94
H 3.94 -2.64 2.33
H 4.89 -1.90 -0.03
H 4.62 -2.33 -3.15
H 6.94 -2.11 -3.80
H 10.19 -0.69 -4.03
H 8.67 -1.15 -4.80
H 9.30 -2.04 -3.31
H 7.07 1.70 -1.77
H 4.91 1.33 -0.98
H -2.25 2.99 -3.94
H -3.92 4.32 -5.09
H -7.58 3.44 -7.56
H -7.69 2.02 -6.43
H -6.50 2.09 -7.76
H -6.24 0.73 -5.66
H -4.65 -0.49 -4.29
H -5.24 1.05 -2.11
H -5.64 0.57 0.46
H -1.08 0.71 -5.33
H 1.59 1.01 -4.94
H 2.75 -0.77 4.57
H 3.89 -1.85 6.51
H 4.23 -5.90 8.25
H 4.28 -6.27 6.54
H 2.72 -6.17 7.41
H 2.48 -5.71 5.22
H 1.13 -4.66 3.44
C 2.31 -1.62 -2.65
C 2.37 0.82 -2.05
C 3.22 1.61 -3.04
C 3.19 2.91 -3.00
C 2.36 3.62 -2.05
C 2.07 4.97 -2.31
Br 2.74 5.91 -3.75
C 1.19 5.66 -1.47
C 0.48 4.96 -0.52
Br -0.95 5.89 0.29
C 0.81 3.65 -0.18
O 0.03 2.97 0.80
C 1.75 2.92 -0.99
N 2.04 1.57 -0.81
H 2.37 -1.48 -3.71
H 1.24 -1.65 -2.43
H 2.65 -2.62 -2.46
H 3.73 1.07 -3.83
H 3.79 3.53 -3.70
H 1.01 6.71 -1.60
I 3.16 1.54 1.56
I 4.25 2.07 4.07
Cl 0.21 1.71 3.54
Si -0.08 3.37 2.40
Cl -1.95 4.02 2.91
Cl 1.28 4.77 2.90
```

- Energy relative to the best compared isomer or geometry (same formula, charge and spin): 0.5508 eV
- F_max: 0.0707 Eh/bohr
- Calculated total energy: -286092.2589 eV
- HOMO-LUMO gap (spin up / spin down): 5.160 / 5.162 eV
- Net charge: -1
- Highest occupied orbital energy (spin up / spin down): -3.72 / -3.72 eV

Mulliken population analysis, charges in e, atoms 1 to 4:
1 Bi 2.08
2 C -0.78
3 O -0.45
4 C 1.00



Q: What is the calculated total energy in the second record?
A: -286092.2589 eV